Record 1
{
  "formula": "C7H19N4O",
  "method": "ωB97M-V/def2-TZVPD",
  "symbols": ["C", "C", "C", "C", "C", "O", "N", "H", "H", "H", "H", "H", "H", "H", "H", "H", "H", "H", "C", "C", "N", "N", "N", "H", "H", "H", "H", "H", "H", "H", "H"],
  "coordinates": [[-0.53657, -2.49166, 0.29240], [-1.38445, -1.32036, 0.71250], [0.99959, -2.43379, -1.87604], [1.57890, -0.75792, 1.76294], [1.43010, -1.15305, 0.25226], [1.86663, -0.40005, -0.60991], [0.85662, -2.35643, -0.20681], [-0.39094, -3.03984, 1.25175], [-1.14562, -3.14732, -0.40816], [-2.07899, -0.64724, 0.14295], [-0.91806, -0.63408, 1.40261], [1.85936, -1.80949, -2.10825], [2.48074, -1.28968, 2.09008], [-2.17306, -1.80477, 1.26683], [1.17300, -3.57733, -1.96106], [0.05927, -2.19691, -2.27221], [1.49336, 0.34933, 1.83921], [0.84000, -0.93329, 2.52877], [-1.09198, 1.43576, -1.79353], [-0.25920, 2.72381, 0.20222], [-1.26142, 2.41536, -0.71349], [1.09413, 2.65046, -0.13141], [-0.59517, 3.29677, 1.42585], [-2.16427, 2.89360, -0.64391], [1.35880, 2.29319, -1.03151], [1.73925, 2.31111, 0.60351], [-1.50009, 3.02366, 1.83366], [0.00442, 3.32640, 2.22229], [-0.48067, 1.62983, -2.65172], [-2.12630, 1.15644, -2.04887], [-0.72737, 0.48747, -1.37297]],
  "forces_ev_per_angstrom": [[0.168, -1.868, -0.014], [-1.908, 1.378, 0.300], [1.141, -3.004, 4.380], [-0.315, 0.260, -0.787], [-0.453, 0.542, -1.162], [0.615, 0.384, 1.544], [-0.415, 1.367, -2.239], [-0.418, -0.035, -0.663], [1.020, 0.596, 0.817], [1.361, -0.717, -0.956], [0.342, 0.026, 0.213], [-0.465, -0.314, -0.368], [0.170, 0.876, 0.088], [-0.231, -0.336, 0.777], [-0.120, 2.037, -0.328], [-1.081, 0.753, -0.766], [1.323, -0.570, -0.529], [-0.758, -1.361, -0.300], [-1.598, -1.112, 2.075], [0.447, -1.436, 0.071], [-0.115, 0.224, -0.479], [0.988, 0.759, 0.654], [-2.161, 0.691, 0.708], [0.909, -0.108, -0.268], [-0.248, -0.194, -0.010], [-0.803, 0.047, -0.763], [0.431, -0.092, -0.800], [1.193, -0.155, -0.150], [0.248, 0.853, -0.478], [0.387, 0.297, -0.637], [0.346, 0.214, 0.069]],
  "mulliken_spin": [0.006, 0.014, 0.000, 0.004, -0.006, 0.003, -0.003, -0.001, 0.002, -0.007, -0.014, 0.000, 0.000, 0.000, 0.001, 0.000, 0.016, -0.004, -0.003, 0.744, 0.039, 0.098, 0.047, -0.012, -0.021, 0.014, 0.026, 0.027, 0.019, -0.005, 0.019],
  "e_tot_ev": -15570.810,
  "spin_multiplicity": 2,
  "total_charge": 0,
  "max_force_ev_per_a": 5.4,
  "relative_energy_ev": 0.436,
  "orbital_gap_ev": [4.50, 9.53],
  "homo_ha": [-0.13593, -0.32368]
}

Record 2
{
  "formula": "C4H6N2",
  "method": "ωB97M-V/def2-TZVPD",
  "symbols": ["N", "C", "C", "C", "C", "N", "H", "H", "H", "H", "H", "H"],
  "coordinates": [[3.23570, -0.17486, -0.00577], [2.08964, -0.30583, 0.05733], [0.65699, -0.35505, 0.07607], [-0.28771, 0.52810, 0.77585], [-1.30916, -0.37456, 0.09005], [-0.17908, -1.22655, -0.38826], [0.09620, -0.17931, 1.60861], [-0.37820, 1.55815, 1.11792], [-0.05250, 1.04825, -1.60742], [-1.96720, -0.03898, -0.72640], [-1.92029, -0.83153, 0.86053], [0.01560, 0.35217, -1.85852]],
  "forces_ev_per_angstrom": [[-0.892, -0.109, 0.170], [1.025, -0.185, -0.430], [0.172, -0.253, -1.502], [0.449, -1.193, 1.745], [-0.277, -0.421, 0.438], [0.461, -0.088, 0.231], [-1.607, 1.750, 0.902], [0.520, -0.079, -0.570], [-0.062, 0.311, -0.596], [0.591, 0.259, 0.313], [-0.340, -0.599, -0.217], [-0.042, 0.608, -0.484]],
  "lowdin_charge": [0.176, -0.124, -0.489, -0.110, -0.209, 0.081, 0.158, 0.118, 0.091, 0.113, 0.106, 0.089],
  "e_tot_ev": -7220.963,
  "total_charge": 0,
  "max_force_ev_per_a": 2.5,
  "relative_energy_ev": 4.628,
  "orbital_gap_ev": 10.78,
  "homo_ha": -0.39039
}

Record 3
{
  "formula": "C7H6F3IS",
  "method": "ωB97M-V/def2-TZVPD",
  "symbols": ["C", "C", "C", "C", "C", "C", "C", "F", "F", "F", "S", "I", "H", "H", "H", "H", "H", "H"],
  "coordinates": [[-1.13996, 0.23090, 0.78797], [-0.16719, 0.04818, 1.79060], [-0.84336, 0.29579, -0.52619], [1.13646, 0.08013, 1.42751], [0.52351, 0.07496, -1.00679], [1.57137, 0.24710, 0.08068], [2.63018, -2.62534, -0.13082], [2.08884, -3.09309, -1.23288], [3.62838, -3.45858, 0.22331], [1.68265, -2.74740, 0.86695], [3.27021, -0.95251, -0.23435], [2.59067, 2.12858, -0.04259], [-2.26887, 0.23899, 1.13702], [-0.55941, -0.12799, 2.82046], [-1.50555, 0.32611, -1.39129], [1.92053, -0.04832, 2.14739], [0.38082, -0.90713, -1.39027], [0.74247, 0.47130, -2.07605]],
  "forces_ev_per_angstrom": [[-4.289, 0.231, -1.294], [1.227, -0.202, 0.831], [-0.570, 0.466, 0.367], [-1.080, -0.781, 2.165], [0.929, 0.668, -1.662], [2.015, -1.284, -2.319], [-0.357, -0.150, 1.984], [-0.392, -0.205, -0.726], [0.004, 0.200, -0.299], [0.489, 0.129, -0.856], [-1.601, 1.285, 0.128], [0.090, 0.485, -0.162], [2.427, 0.090, -0.923], [0.926, 0.263, -0.856], [-0.644, 0.150, 0.790], [0.191, 0.037, 0.358], [0.643, -1.865, 0.349], [-0.009, 0.483, 2.124]],
  "lowdin_charge": [-0.119, -0.086, -0.097, -0.271, -0.281, -0.951, -0.935, 0.109, 0.071, 0.052, 0.878, 0.886, 0.144, 0.129, 0.117, 0.099, 0.103, 0.152],
  "e_tot_ev": -34442.664,
  "total_charge": 0,
  "max_force_ev_per_a": 4.5,
  "relative_energy_ev": 1.421,
  "orbital_gap_ev": 8.23,
  "homo_ha": -0.31322
}

Record 4
{
  "formula": "C5H10O",
  "method": "ωB97M-V/def2-TZVPD",
  "symbols": ["C", "C", "C", "C", "C", "O", "H", "H", "H", "H", "H", "H", "H", "H", "H", "H"],
  "coordinates": [[1.24879, -0.96192, 0.41192], [0.35020, 0.26308, 0.44116], [0.66480, 1.47804, -0.47646], [-0.81166, 1.52903, -0.94888], [-0.99499, 0.16699, -0.28176], [-1.81675, -0.70550, -0.38532], [0.79825, -1.78598, 0.97400], [1.40453, -1.30503, -0.61721], [2.22860, -0.74062, 0.84839], [0.17659, 0.59247, 1.47486], [1.04377, 2.37327, 0.02147], [1.34880, 1.20590, -1.28649], [-1.40357, 2.30571, -0.45222], [-1.01342, 1.56369, -2.02312], [-1.58251, -3.29725, 1.35850], [-1.64141, -2.68188, 0.94116]],
  "forces_ev_per_angstrom": [[0.023, -0.058, 0.002], [0.049, -0.090, 0.083], [0.183, 0.119, -0.028], [-0.104, 0.058, -0.087], [-0.372, -0.300, -0.044], [0.407, 0.450, 0.025], [0.069, 0.130, -0.082], [-0.028, 0.059, 0.135], [-0.141, -0.024, -0.054], [-0.008, -0.031, -0.143], [-0.061, -0.142, -0.075], [-0.106, 0.027, 0.121], [0.072, -0.125, -0.047], [0.025, -0.013, 0.157], [0.002, 0.030, -0.011], [-0.008, -0.090, 0.048]],
  "lowdin_charge": [-0.060, -0.288, -0.134, -0.080, -0.379, 0.073, 0.062, 0.086, 0.079, 0.151, 0.104, 0.110, 0.119, 0.115, 0.034, 0.009],
  "e_tot_ev": -7393.096,
  "smiles": "C[C@H]1CCC1=O.[H][H]",
  "total_charge": 0,
  "max_force_ev_per_a": 0.6,
  "relative_energy_ev": 1.669,
  "orbital_gap_ev": 10.42,
  "homo_ha": -0.34880
}

Please write out number 1 again, unchanged.
{
  "formula": "C7H19N4O",
  "method": "ωB97M-V/def2-TZVPD",
  "symbols": ["C", "C", "C", "C", "C", "O", "N", "H", "H", "H", "H", "H", "H", "H", "H", "H", "H", "H", "C", "C", "N", "N", "N", "H", "H", "H", "H", "H", "H", "H", "H"],
  "coordinates": [[-0.53657, -2.49166, 0.29240], [-1.38445, -1.32036, 0.71250], [0.99959, -2.43379, -1.87604], [1.57890, -0.75792, 1.76294], [1.43010, -1.15305, 0.25226], [1.86663, -0.40005, -0.60991], [0.85662, -2.35643, -0.20681], [-0.39094, -3.03984, 1.25175], [-1.14562, -3.14732, -0.40816], [-2.07899, -0.64724, 0.14295], [-0.91806, -0.63408, 1.40261], [1.85936, -1.80949, -2.10825], [2.48074, -1.28968, 2.09008], [-2.17306, -1.80477, 1.26683], [1.17300, -3.57733, -1.96106], [0.05927, -2.19691, -2.27221], [1.49336, 0.34933, 1.83921], [0.84000, -0.93329, 2.52877], [-1.09198, 1.43576, -1.79353], [-0.25920, 2.72381, 0.20222], [-1.26142, 2.41536, -0.71349], [1.09413, 2.65046, -0.13141], [-0.59517, 3.29677, 1.42585], [-2.16427, 2.89360, -0.64391], [1.35880, 2.29319, -1.03151], [1.73925, 2.31111, 0.60351], [-1.50009, 3.02366, 1.83366], [0.00442, 3.32640, 2.22229], [-0.48067, 1.62983, -2.65172], [-2.12630, 1.15644, -2.04887], [-0.72737, 0.48747, -1.37297]],
  "forces_ev_per_angstrom": [[0.168, -1.868, -0.014], [-1.908, 1.378, 0.300], [1.141, -3.004, 4.380], [-0.315, 0.260, -0.787], [-0.453, 0.542, -1.162], [0.615, 0.384, 1.544], [-0.415, 1.367, -2.239], [-0.418, -0.035, -0.663], [1.020, 0.596, 0.817], [1.361, -0.717, -0.956], [0.342, 0.026, 0.213], [-0.465, -0.314, -0.368], [0.170, 0.876, 0.088], [-0.231, -0.336, 0.777], [-0.120, 2.037, -0.328], [-1.081, 0.753, -0.766], [1.323, -0.570, -0.529], [-0.758, -1.361, -0.300], [-1.598, -1.112, 2.075], [0.447, -1.436, 0.071], [-0.115, 0.224, -0.479], [0.988, 0.759, 0.654], [-2.161, 0.691, 0.708], [0.909, -0.108, -0.268], [-0.248, -0.194, -0.010], [-0.803, 0.047, -0.763], [0.431, -0.092, -0.800], [1.193, -0.155, -0.150], [0.248, 0.853, -0.478], [0.387, 0.297, -0.637], [0.346, 0.214, 0.069]],
  "mulliken_spin": [0.006, 0.014, 0.000, 0.004, -0.006, 0.003, -0.003, -0.001, 0.002, -0.007, -0.014, 0.000, 0.000, 0.000, 0.001, 0.000, 0.016, -0.004, -0.003, 0.744, 0.039, 0.098, 0.047, -0.012, -0.021, 0.014, 0.026, 0.027, 0.019, -0.005, 0.019],
  "e_tot_ev": -15570.810,
  "spin_multiplicity": 2,
  "total_charge": 0,
  "max_force_ev_per_a": 5.4,
  "relative_energy_ev": 0.436,
  "orbital_gap_ev": [4.50, 9.53],
  "homo_ha": [-0.13593, -0.32368]
}